The following is a DFT calculation (ωB97M-V/def2-TZVPD) of C23H22IrN8O2S as an isolated structure.

Geometry (Å):
Ir: 0.06 0.23 -1.15
O: -7.49 0.56 1.17
C: -7.40 1.65 0.78
O: -7.28 2.73 0.38
C: -4.39 1.26 0.52
C: -3.71 2.27 -0.10
C: -2.44 1.94 -0.55
N: -1.96 0.70 -0.39
C: -2.66 -0.26 0.25
C: -3.93 0.00 0.74
C: -1.96 -1.56 0.44
C: -2.60 -2.68 0.94
C: -1.87 -3.85 1.12
C: -0.52 -3.85 0.81
C: 0.04 -2.69 0.30
N: -0.66 -1.57 0.13
C: -1.53 2.92 -1.18
C: -1.92 4.20 -1.54
C: -0.97 5.06 -2.08
C: 0.34 4.62 -2.23
C: 0.65 3.33 -1.86
N: -0.26 2.50 -1.35
H: -4.13 3.26 -0.21
H: -4.52 -0.74 1.27
H: -3.66 -2.67 1.17
H: -2.35 -4.74 1.50
H: 0.09 -4.73 0.93
H: 1.09 -2.65 0.02
H: -2.94 4.53 -1.42
H: -1.25 6.06 -2.37
H: 1.11 5.27 -2.63
H: 1.65 2.93 -1.96
C: 2.65 -1.93 3.14
N: 2.35 -0.61 2.55
C: 1.56 0.26 3.43
C: 2.56 -0.33 1.27
S: 1.58 0.96 0.56
N: 3.55 -0.93 0.60
C: 3.68 -0.92 -0.85
C: 4.80 -1.34 1.27
H: 1.75 -2.25 3.66
H: 3.47 -1.88 3.85
H: 2.88 -2.64 2.36
H: 1.92 0.11 4.45
H: 0.50 -0.01 3.38
H: 1.69 1.30 3.16
H: 2.71 -0.94 -1.33
H: 4.23 -1.81 -1.14
H: 4.22 -0.03 -1.19
H: 4.82 -0.98 2.30
H: 5.62 -0.87 0.74
H: 4.93 -2.42 1.25
N: 0.71 -0.45 -2.81
C: 0.82 -0.87 -3.94
N: 0.88 -1.26 -5.07
C: 1.49 -1.84 -6.08
N: 1.99 -2.35 -6.98

Properties
HOMO level (spin up / spin down)	-14.05 / -14.80	eV
relative energy (zero: lowest compared OMol25 entry of this formula, charge and spin)	3.1	kcal/mol
calculated total energy	-1980.04308	hartree
lowest unoccupied orbital energy (spin up / spin down)	-6.43 / -7.76	eV
net charge	+2
spin multiplicity	6
frontier orbital gap (spin up / spin down)	7.62 / 7.03	eV